1.
ORCA calculation (ωB97M-V/def2-TZVPD) on one molecule with the formula C5H8O2.

Last column: natural (NBO) charge in e.
Geometry (Å):
C 1.849 -0.251 1.059  -0.717
C 0.819 0.496 0.266  0.587
C -0.742 -0.392 -1.318  -0.432
C -0.611 -0.044 0.128  0.108
O -1.064 -0.767 1.228  -0.691
C -1.334 0.932 -0.722  -0.407
O 1.150 1.501 -0.330  -0.551
H 2.818 -0.028 0.605  0.239
H 1.667 -1.325 1.108  0.229
H 1.843 0.158 2.074  0.247
H -1.581 -0.968 -1.698  0.218
H 0.181 -0.696 -1.818  0.224
H -1.649 -1.466 0.911  0.479
H -2.410 0.908 -0.842  0.218
H -0.937 1.942 -0.651  0.251

The calculation puts the total energy at -9407.8519 eV. The spin multiplicity is 1. The orbital gap is 10.275 eV. As for the charge: 0. The calculation puts the LUMO energy at 0.0279 Ha. The value obtained for the energy above the lowest of the compared OMol25 structures with the same formula, charge and spin is 1.980 eV. As for the largest force on an atom: 1.1 eV/A. The structure (SMILES) is CC(=O)C1(O)CC1.


2.
ORCA calculation (ωB97M-V/def2-TZVPD) on C17H39N5O9S as an isolated structure.

Last column: Mulliken charge in e.
Geometry (Å):
C -1.660 -3.920 -5.344  -0.709
C -0.691 -3.608 -6.438  0.676
O -1.061 -3.231 -7.539  -0.641
N 0.629 -3.726 -6.160  -0.187
C 1.551 -3.283 -7.179  -0.887
H -1.486 -3.183 -4.517  -0.068
H -1.738 -4.996 -5.183  0.310
H -2.636 -3.564 -5.589  0.321
H 0.958 -3.881 -5.185  0.292
H 1.552 -4.003 -8.007  0.258
H 2.480 -3.201 -6.686  0.367
H 1.136 -2.391 -7.582  0.293
C 2.196 -2.970 3.584  -0.586
C 1.322 -2.680 4.852  0.619
O 0.847 -3.657 5.457  -0.673
N 1.169 -1.414 5.280  -0.122
C 0.210 -1.032 6.343  -0.953
H 2.409 -4.068 3.652  0.320
H 3.202 -2.511 3.544  0.265
H 1.621 -2.791 2.665  -0.021
H 1.307 -0.681 4.563  0.234
H 0.132 0.041 6.353  0.375
H 0.571 -1.361 7.288  0.319
H -0.693 -1.631 6.149  0.286
C 4.549 1.002 3.300  -1.131
C 3.397 0.297 2.603  0.385
O 2.260 0.366 3.008  -0.736
N 3.725 -0.490 1.521  0.108
C 4.914 -0.477 0.679  -1.044
H 3.943 1.856 3.730  0.323
H 5.333 1.433 2.677  0.396
H 4.923 0.417 4.118  0.254
H 2.938 -1.006 1.165  0.179
H 4.791 -1.042 -0.219  0.351
H 5.817 -0.845 1.114  0.346
H 5.145 0.582 0.410  0.323
C 0.134 2.986 1.539  -0.893
C -0.878 1.914 1.617  0.463
O -1.957 2.089 1.073  -0.569
N -0.483 0.704 2.147  0.336
C -1.338 -0.433 2.068  -0.702
H 0.985 2.982 2.225  0.317
H -0.309 4.002 1.610  0.316
H 0.518 2.896 0.489  0.149
H 0.311 0.555 2.690  0.217
H -2.349 -0.428 2.603  0.274
H -0.884 -1.319 2.386  0.258
H -1.621 -0.494 0.975  -0.046
C -4.303 3.227 0.168  -0.823
C -4.044 3.801 -1.223  0.620
O -3.717 3.134 -2.201  -0.670
N -4.265 5.143 -1.339  -0.103
C -4.361 6.041 -0.230  -0.914
H -3.882 3.951 0.909  0.286
H -3.900 2.231 0.113  0.118
H -5.335 3.227 0.559  0.411
H -4.202 5.421 -2.276  0.258
H -3.431 6.106 0.377  0.278
H -5.186 5.831 0.514  0.272
H -4.508 7.058 -0.495  0.344
C -0.599 0.584 -2.601  -0.388
C -1.678 -0.484 -2.387  -0.169
O -1.069 -1.663 -1.859  -0.315
S 0.461 -1.412 -1.770  1.126
O 1.172 -1.620 -3.000  -0.576
O 0.856 -2.002 -0.523  -0.523
O 0.395 0.172 -1.581  -0.282
H -0.926 1.588 -2.374  0.269
H -0.062 0.643 -3.549  0.287
H -2.136 -0.693 -3.341  0.340
H -2.471 -0.094 -1.749  0.193

The calculation puts the total energy at -54974.4985 eV. The spin multiplicity is 1. The orbital gap is 9.662 eV. As for the charge: 0. The calculation puts the LUMO energy at 0.0124 Ha. The value obtained for the energy above the lowest of the compared OMol25 structures with the same formula, charge and spin is 1.618 eV. As for the largest force on an atom: 3.8 eV/A.